# 1
{"formula": "C10H12Cl2NO8P2", "method": "the ωB97M-V functional and the def2-TZVPD basis", "elements": ["Cl", "Cl", "P", "P", "O", "O", "O", "O", "O", "O", "O", "O", "N", "C", "C", "C", "C", "C", "C", "C", "C", "C", "C", "H", "H", "H", "H", "H", "H", "H", "H", "H", "H", "H", "H"], "positions_angstrom": [[2.60, -1.41, -1.02], [0.02, -2.98, -2.06], [2.40, 1.97, 0.53], [1.11, 0.23, 1.01], [6.49, 1.49, -0.30], [1.29, 3.22, 0.09], [-0.37, 0.96, 1.53], [-1.30, -0.88, 2.72], [6.13, 0.74, -2.29], [7.18, 2.61, -2.02], [3.28, 1.74, -0.71], [3.22, 2.53, 1.90], [6.60, 1.61, -1.54], [-2.53, 0.40, -0.56], [-5.15, 0.18, -0.98], [0.90, -0.79, -0.58], [-4.14, -0.18, 1.55], [-2.72, 0.07, 0.96], [-3.72, 0.46, -1.54], [0.58, -3.17, 0.65], [-1.37, 0.00, 1.84], [-5.33, -0.12, 0.54], [-0.01, -2.11, -0.40], [-1.47, 0.60, -0.95], [1.56, -3.64, 0.31], [-4.30, -0.41, 2.66], [4.14, 2.18, 1.92], [0.78, -2.69, 1.67], [-3.50, 0.68, -2.64], [-1.11, -1.90, -0.18], [-6.03, 0.19, -1.71], [0.57, -0.15, -1.48], [0.74, 2.91, -0.67], [-6.39, -0.29, 0.90], [-0.18, -4.02, 0.84]], "mulliken_charge": [-0.045, -0.184, 0.821, 0.113, -0.646, -0.562, -0.286, -0.498, -0.632, -0.666, -0.479, -0.536, 0.953, -0.091, -0.375, -0.456, -0.422, 0.621, -0.482, -1.075, 0.347, -0.353, 0.203, 0.084, 0.365, 0.351, 0.390, 0.289, 0.321, 0.171, 0.309, 0.464, 0.342, 0.304, 0.340], "charge": -1, "homo_ev": -3.86, "lumo_ha": 0.0327, "gap_ev": 4.8}

***

# 2
{"formula": "C10H12ClNPZr", "method": "the ωB97M-V functional and the def2-TZVPD basis", "elements": ["Zr", "Cl", "P", "N", "C", "C", "C", "C", "C", "C", "C", "C", "C", "C", "H", "H", "H", "H", "H", "H", "H", "H", "H", "H", "H", "H"], "positions_angstrom": [[-1.13, 0.03, -1.11], [-1.58, 0.44, 4.46], [-0.47, 2.51, -0.57], [-0.22, -0.32, 0.90], [1.02, 0.00, -1.62], [0.60, -0.76, 3.53], [0.26, -1.74, -1.48], [-0.62, -0.12, 3.23], [-1.03, 0.10, 1.93], [-0.83, -1.61, -2.48], [1.38, -1.10, 2.45], [1.01, -0.77, 1.16], [0.41, 0.37, -2.83], [-0.79, -0.35, -3.21], [-1.94, 0.59, 1.66], [0.82, 1.19, -3.45], [0.85, -0.98, 4.56], [-1.74, -2.26, -2.72], [1.86, 0.52, -1.14], [-1.43, -0.07, -4.06], [0.78, 2.83, 0.06], [0.54, -2.63, -0.87], [-0.43, 3.47, -1.64], [2.34, -1.55, 2.58], [-1.33, 3.19, 0.34], [1.65, -0.97, 0.31]], "mulliken_charge": [1.178, -0.176, -0.202, -0.078, -1.061, -0.301, -0.128, 0.219, -0.167, -0.731, -0.900, -0.309, 0.121, -0.622, 0.427, 0.438, 0.463, 0.370, 0.322, 0.475, 0.125, 0.298, 0.143, 0.427, 0.137, 0.532], "charge": 1, "homo_ev": [-9.93, -9.93], "lumo_ha": [-0.1494, -0.1494], "gap_ev": [5.9, 5.9]}

***

# 3
{"formula": "C10H12F6IN2O4OsS3Si", "method": "the ωB97M-V functional and the def2-TZVPD basis", "elements": ["Os", "I", "S", "S", "S", "Si", "F", "F", "F", "F", "F", "F", "O", "O", "O", "O", "N", "N", "C", "C", "C", "C", "C", "C", "C", "C", "C", "C", "H", "H", "H", "H", "H", "H", "H", "H", "H", "H", "H", "H"], "positions_angstrom": [[0.25, -0.24, 0.13], [1.60, -2.34, 0.00], [1.56, 0.68, -1.50], [-1.98, 1.31, 0.07], [-2.83, -1.17, 0.53], [4.78, 2.40, -1.56], [-1.18, -1.24, 2.58], [-3.14, 3.33, 1.21], [-1.88, 3.82, -0.49], [-3.11, -0.38, 3.04], [-2.91, -2.52, 2.77], [-3.82, 2.92, -0.81], [-0.97, 1.32, 1.17], [-1.51, -1.49, -0.08], [-3.91, -2.02, 0.22], [-1.22, 1.05, -1.16], [-3.18, 0.37, 0.32], [1.79, 0.81, 0.89], [3.35, 1.72, 2.37], [4.12, 2.14, 1.28], [5.22, 0.81, -2.43], [6.31, 3.25, -0.91], [2.18, 1.04, 2.16], [-2.78, 2.99, -0.01], [3.72, 1.92, -0.04], [2.52, 1.24, -0.15], [-2.50, -1.34, 2.37], [3.76, 3.54, -2.63], [1.55, 0.67, 2.95], [5.79, 0.16, -1.76], [3.68, 1.92, 3.38], [6.08, 4.16, -0.35], [3.35, 4.37, -2.06], [4.39, 3.95, -3.42], [5.84, 1.03, -3.30], [6.90, 2.59, -0.28], [6.94, 3.54, -1.75], [4.34, 0.26, -2.77], [5.05, 2.66, 1.47], [2.93, 3.02, -3.12]], "mulliken_charge": [1.785, 0.003, -0.271, 0.993, 1.089, 0.215, -0.232, -0.173, -0.161, -0.212, -0.193, -0.164, -0.787, -0.513, -0.579, -0.735, -0.487, -0.382, -0.976, 0.061, -0.997, -1.076, -0.235, 0.547, 0.302, -0.006, 0.771, -1.026, 0.523, 0.336, 0.423, 0.338, 0.348, 0.354, 0.361, 0.326, 0.329, 0.330, 0.437, 0.337], "charge": 1, "homo_ev": [-12.35, -12.26], "lumo_ha": [-0.2237, -0.2269], "e_above_lowest_kcal_mol": 25.7, "gap_ev": [6.3, 6.1]}

***

Computed maximum force (eV Å⁻¹) in order:
5.39, 4.81, 1.11